1.
The following is a quantum chemistry calculation of the ion C4H9N2O2 with charge +1 at a distorted geometry, from OMol25.

- LUMO level (spin up / spin down): -5.52 / -5.52 eV
- Charge: +1
- Energy relative to the best compared isomer or geometry (same formula, charge and spin): 115.7 kcal/mol
- Structure (SMILES): CC(=O)[N+](=O)N(C)C
- 2S+1: 1

Cartesian coordinates (Å):
C  -2.76488  -0.69486  -0.21241
C  -1.62542  0.09903  0.11361
O  -1.48034  1.15692  0.54461
N  -0.16020  -0.59854  -0.16828
O  -0.21003  -1.67943  -0.68724
N  0.96274  0.08034  0.00836
C  1.03557  1.36706  0.60960
C  2.32580  -0.51726  -0.33291
H  -3.25717  -0.86822  0.72050
H  -2.48096  -1.63787  -0.71370
H  -3.57806  -0.18626  -0.67568
H  0.82341  1.39010  1.73565
H  2.00145  1.71484  0.29683
H  0.24547  2.08610  0.19702
H  2.78480  -0.57350  0.63596
H  2.53498  -1.37378  -1.09318
H  2.84284  0.23532  -0.97875

2.
The following is a quantum chemistry calculation of the molecule C2H7N5O at a distorted geometry, from OMol25.

- LUMO level: 0.59 eV
- Energy relative to the best compared isomer or geometry (same formula, charge and spin): 151.3 kcal/mol
- Structure (SMILES): [H]/N=C(\N)N/N=C\NO
- 2S+1: 1

Cartesian coordinates (Å):
H  0.21619  2.24619  -0.04569
N  0.30677  1.28008  -0.07793
C  -0.69923  0.77749  -0.58023
N  -1.69530  1.58189  -1.39307
N  -1.06447  -0.72006  -0.42612
N  0.22901  -1.34337  -0.83636
C  1.06946  -1.41682  0.07830
N  1.14954  -0.73915  1.32040
O  2.22568  -0.88217  2.30864
H  -2.09898  2.55968  -1.43153
H  -2.79312  1.12272  -1.62474
H  -1.86007  -0.80999  -1.14231
H  1.98356  -1.93657  -0.02495
H  1.13737  0.12613  0.92940
H  1.89359  -1.84606  2.94620

3.
The following is a quantum chemistry calculation of the ion C6H14NO2SSi with charge +1 at a distorted geometry, from OMol25.

- LUMO level: -4.18 eV
- Charge: +1
- Energy relative to the best compared isomer or geometry (same formula, charge and spin): 0.0 kcal/mol
- Structure (SMILES): C[Si](C)(C)OS[C@@H]1[NH2+]CC1=O
- 2S+1: 1

Cartesian coordinates (Å):
C  -1.46370  -1.65353  2.05820
Si  0.33763  -1.45178  1.36435
C  0.40060  -2.33921  -0.30271
C  1.55180  -1.68939  2.75274
O  0.51576  0.20734  0.88938
S  -0.54302  1.19056  0.24650
C  -0.06367  1.29572  -1.57836
N  0.68861  2.60469  -1.78528
C  -0.52557  3.19790  -2.42957
C  -1.16031  1.82270  -2.45556
O  -2.12556  1.36451  -2.98373
H  -1.47291  -1.42333  3.21556
H  -2.08689  -1.09020  1.41173
H  -1.95138  -2.69862  1.96965
H  1.27106  -2.06463  -0.81402
H  0.42747  -3.45488  -0.06490
H  -0.50495  -2.28410  -0.84088
H  2.61290  -1.35908  2.69256
H  1.18222  -1.24023  3.67151
H  1.45199  -2.76210  3.11080
H  0.60965  0.44343  -1.59144
H  1.53657  2.57146  -2.35346
H  0.85683  3.21181  -0.89647
H  -0.41457  3.60147  -3.42654
H  -1.13057  3.99947  -1.86007

4.
The following is a quantum chemistry calculation of a structure of composition C23H24ClHoN3OP at a distorted geometry, from OMol25.

- LUMO level (spin up / spin down): -7.45 / -7.23 eV
- Charge: +2
- 2S+1: 5

Cartesian coordinates (Å):
Ho  0.30742  1.06918  2.00461
Cl  0.32602  1.92888  4.14601
P  0.31122  1.01288  -0.16739
C  -1.03418  0.19448  -1.09649
C  -0.87188  -0.53702  -2.27599
C  -1.98028  -1.10162  -2.90919
C  -3.25628  -0.93832  -2.37319
C  -3.42438  -0.22282  -1.18499
C  -2.31968  0.33148  -0.54619
C  0.06292  2.78908  -0.54849
C  0.91942  3.68948  0.10991
C  0.76132  5.06288  -0.05759
C  -0.24838  5.55228  -0.88819
C  -1.09818  4.66408  -1.54949
C  -0.94838  3.28778  -1.37969
C  1.87152  0.65428  -1.05799
C  2.95372  0.16238  -0.31799
C  4.18352  -0.06962  -0.93329
C  4.34382  0.20068  -2.29249
C  3.27832  0.72118  -3.03129
C  2.04962  0.95488  -2.41649
H  1.71022  3.30408  0.75181
H  1.42362  5.74968  0.46151
H  -0.37278  6.62338  -1.01969
H  -1.88278  5.04338  -2.19839
H  -1.61728  2.60148  -1.88949
H  0.11862  -0.68372  -2.69229
H  -1.84208  -1.67682  -3.82049
H  -4.11648  -1.37752  -2.87069
H  -4.41438  -0.10592  -0.75299
H  -2.43198  0.86858  0.39341
H  2.81852  -0.01532  0.74681
H  5.01612  -0.45222  -0.34929
H  5.30172  0.02328  -2.77349
H  3.40982  0.95478  -4.08419
H  1.23372  1.38978  -2.98729
H  0.19902  -5.52842  -4.16889
H  0.94112  -5.49602  -4.13679
C  1.04882  -4.37162  3.44261
N  0.07682  -3.30342  3.18461
C  -1.24778  -3.51352  3.44291
C  -2.17398  -2.48982  3.27331
C  -1.72688  -1.24332  2.84251
N  -0.41308  -1.05922  2.54801
C  0.49602  -2.07192  2.71861
O  1.67602  -1.85692  2.50021
N  -2.62788  -0.15672  2.76611
H  0.55962  -5.28682  3.84211
H  1.78382  -4.02622  4.20251
H  1.58352  -4.63462  2.50751
H  -1.59608  -4.47122  3.81511
H  -3.21658  -2.65462  3.51541
H  -3.62608  -0.27922  2.99041
H  -2.27848  0.79008  2.56451

Number 1: E -417.39690 Ha. Number 2: E -429.18238 Ha. Number 3: E -1129.64800 Ha. Number 4: E -2879.38616 Ha.